[1]
2 unconnected molecules or ions with the total composition C3H9FN3 in a non-equilibrium geometry. Source: OMol25; level of theory: ωB97M-V/def2-TZVPD.

Summary:
E: -10436.4819 eV
LUMO energy: -3.69 eV
Gap between HOMO and LUMO: 8.796 eV
Relative energy (zero: lowest compared OMol25 entry of this formula, charge and spin): 1.3303 eV
Net charge: +1

Structure (XYZ):
```
16
C3H9FN3 ωB97M-V/def2-TZVPD
C 0.35 -0.57 1.57
C -0.72 -0.22 0.85
C -0.22 -0.26 -1.26
N 1.26 0.31 2.05
N -1.30 0.13 -1.89
N 0.92 0.45 -1.14
F -1.18 1.02 0.91
H 0.58 -1.72 1.54
H -1.42 -0.92 0.56
H -0.24 -1.26 -1.22
H 2.02 -0.08 2.62
H -1.39 1.04 -2.29
H -2.04 -0.51 -1.98
H 0.73 1.28 -1.75
H 1.79 0.03 -0.89
H 0.87 1.27 2.33
```


[2]
A molecular structure, C3H9FNO2 in a non-equilibrium geometry. Source: OMol25; level of theory: ωB97M-V/def2-TZVPD.

Summary:
E: -11546.7384 eV
LUMO energy: -3.54 eV
Gap between HOMO and LUMO: 11.649 eV
Relative energy (zero: lowest compared OMol25 entry of this formula, charge and spin): 3.8160 eV
Net charge: +1

Structure (XYZ):
```
16
C3H9FNO2 ωB97M-V/def2-TZVPD
C 0.33 0.56 -1.30
C 1.47 0.23 0.80
C -0.79 -0.68 0.42
N 0.21 0.44 0.15
O -0.30 -1.77 -0.20
O -2.28 -0.10 -0.46
F -2.86 0.80 0.43
H -0.70 0.79 -1.71
H 0.95 1.47 -1.41
H 0.72 -0.31 -1.57
H 1.51 -0.46 1.75
H 2.15 -0.22 0.10
H 2.02 1.24 1.12
H -1.35 -0.66 1.36
H -0.31 1.30 0.46
H -0.75 -2.63 0.05
```


[3]
2 unconnected molecules or ions with the total composition C3H9IN in a non-equilibrium geometry. Source: OMol25; level of theory: ωB97M-V/def2-TZVPD.

Summary:
E: -12836.3573 eV
LUMO energy (alpha / beta): -4.94 / -5.18 eV
Gap between HOMO and LUMO (alpha / beta): 8.410 / 8.376 eV
Relative energy (zero: lowest compared OMol25 entry of this formula, charge and spin): 4.4960 eV
Net charge: +1

Structure (XYZ):
```
14
C3H9IN ωB97M-V/def2-TZVPD
C 0.16 -0.12 -1.79
C -0.54 -0.08 1.37
C 0.98 0.31 -0.63
N 0.82 -0.35 0.70
I 3.01 0.48 -1.25
H -0.86 0.03 -1.56
H 0.45 0.62 -2.52
H 0.34 -1.17 -2.08
H -1.33 -0.86 1.15
H -0.41 -0.14 2.43
H -0.72 0.96 1.09
H 0.53 2.27 -0.64
H 1.38 0.24 1.38
H 1.09 -1.39 0.53
```


[4]
2 unconnected molecules or ions with the total composition C3H9INO in a non-equilibrium geometry. Source: OMol25; level of theory: ωB97M-V/def2-TZVPD.

Summary:
E: -14882.5838 eV
LUMO energy (alpha / beta): -4.42 / -9.27 eV
Gap between HOMO and LUMO (alpha / beta): 5.828 / 5.738 eV
Relative energy (zero: lowest compared OMol25 entry of this formula, charge and spin): 1.9032 eV
Spin multiplicity: 3
Net charge: +1

Structure (XYZ):
```
15
C3H9INO ωB97M-V/def2-TZVPD
C -0.33 -2.08 0.15
C -0.64 -0.67 -0.10
C 0.51 0.14 -0.54
N 0.32 1.13 -1.30
O 0.10 1.92 1.19
I 2.44 -0.12 0.19
H -0.01 -2.56 -0.85
H 0.58 -2.23 0.79
H -1.22 -2.56 0.45
H -1.12 -0.13 0.60
H -1.39 -0.61 -0.85
H -0.59 1.50 -1.69
H 0.65 1.62 1.98
H 1.10 1.80 -1.25
H -0.40 2.85 1.24
```


[5]
2 unconnected molecules or ions with the total composition C3H9INO3 in a non-equilibrium geometry. Source: OMol25; level of theory: ωB97M-V/def2-TZVPD.

Summary:
E: -18976.7077 eV
LUMO energy: -6.42 eV
Gap between HOMO and LUMO: 6.884 eV
Relative energy (zero: lowest compared OMol25 entry of this formula, charge and spin): 0.1247 eV
Net charge: +1

Structure (XYZ):
```
17
C3H9INO3 ωB97M-V/def2-TZVPD
C 0.38 -1.25 1.07
C -1.94 1.90 1.39
C 1.81 -0.21 -2.01
N 0.58 -1.24 -0.39
O -1.42 0.74 0.88
O 1.14 -0.13 -0.78
O 0.58 -2.20 -1.10
I -2.08 -0.06 -0.79
H 0.28 -0.20 1.40
H -0.45 -1.79 1.42
H 1.16 -1.74 1.61
H -1.21 2.06 2.17
H -2.94 1.80 1.62
H -1.74 2.77 0.75
H 1.23 0.25 -2.82
H 1.94 -1.20 -2.30
H 2.68 0.52 -2.12
```


[6]
2 unconnected molecules or ions with the total composition C3H9N in a non-equilibrium geometry. Source: OMol25; level of theory: ωB97M-V/def2-TZVPD.

Summary:
E: -4745.9184 eV
LUMO energy: 1.18 eV
Gap between HOMO and LUMO: 10.927 eV
Relative energy (zero: lowest compared OMol25 entry of this formula, charge and spin): 1.1908 eV
Net charge: 0

Structure (XYZ):
```
13
C3H9N ωB97M-V/def2-TZVPD
C 0.86 -0.56 -0.63
N 0.81 -0.85 0.59
C 2.00 -0.52 1.38
H 0.07 -0.76 -1.35
H 1.72 -0.09 -1.12
H 1.93 0.49 1.77
H 2.91 -0.65 0.80
H 2.04 -1.22 2.21
C -2.47 0.82 -0.75
H -2.95 0.51 0.17
H -2.71 0.11 -1.53
H -1.40 0.87 -0.56
H -2.81 1.83 -0.97
```


[7]
2 unconnected molecules or ions with the total composition C3H9N in a non-equilibrium geometry. Source: OMol25; level of theory: ωB97M-V/def2-TZVPD.

Summary:
E: -4745.8924 eV
LUMO energy: 1.14 eV
Gap between HOMO and LUMO: 9.344 eV
Relative energy (zero: lowest compared OMol25 entry of this formula, charge and spin): 1.2168 eV
Net charge: 0

Structure (XYZ):
```
13
C3H9N ωB97M-V/def2-TZVPD
C 1.90 1.93 -1.92
C 1.86 0.70 -2.43
N 2.78 -0.04 -3.17
H 2.74 2.57 -1.67
H 0.97 2.44 -1.66
H 0.88 0.25 -2.28
H 3.49 0.53 -3.58
H 2.43 -0.74 -3.80
C -3.38 -1.52 4.06
H -3.54 -2.59 3.98
H -4.14 -1.00 3.48
H -2.33 -1.27 3.90
H -3.66 -1.26 5.09
```


[8]
C3H9N in the gas phase in a non-equilibrium geometry. Source: OMol25; level of theory: ωB97M-V/def2-TZVPD.

Summary:
E: -4745.7759 eV
LUMO energy: 1.20 eV
Gap between HOMO and LUMO: 9.934 eV
Relative energy (zero: lowest compared OMol25 entry of this formula, charge and spin): 1.3332 eV
Net charge: 0

Structure (XYZ):
```
13
C3H9N ωB97M-V/def2-TZVPD
C -1.64 0.45 -0.16
C -0.55 -0.52 0.38
N 0.69 -0.62 -0.30
C 1.54 0.49 0.05
H -2.62 0.08 0.11
H -1.48 1.56 0.32
H -1.70 0.46 -1.19
H -0.43 -0.26 1.49
H -0.84 -1.61 0.25
H 0.59 -0.64 -1.27
H 1.13 1.50 0.11
H 1.86 0.24 1.16
H 2.51 0.49 -0.52
```


[9]
2 unconnected molecules or ions with the total composition C3H9N2 in a non-equilibrium geometry. Source: OMol25; level of theory: ωB97M-V/def2-TZVPD.

Summary:
E: -6228.6723 eV
LUMO energy: -3.34 eV
Gap between HOMO and LUMO: 11.015 eV
Relative energy (zero: lowest compared OMol25 entry of this formula, charge and spin): 2.3761 eV
Net charge: +1

Structure (XYZ):
```
14
C3H9N2 ωB97M-V/def2-TZVPD
C 1.58 -0.76 2.27
N 0.59 -0.63 1.53
H 1.52 -0.89 3.36
H 2.58 -0.61 1.85
H 0.42 -0.31 -0.31
H -0.39 -0.75 1.76
C -1.27 1.54 -0.87
C -0.95 0.50 -1.61
N 0.05 -0.49 -1.29
H -0.72 2.03 -0.07
H -2.21 2.08 -0.87
H -1.46 0.32 -2.56
H 0.73 -0.65 -2.03
H -0.47 -1.37 -1.18
```


[10]
2 unconnected molecules or ions with the total composition C3H9N2 in a non-equilibrium geometry. Source: OMol25; level of theory: ωB97M-V/def2-TZVPD.

Summary:
E: -6229.3769 eV
LUMO energy: -5.21 eV
Gap between HOMO and LUMO: 9.731 eV
Relative energy (zero: lowest compared OMol25 entry of this formula, charge and spin): 1.6715 eV
Net charge: +1

Structure (XYZ):
```
14
C3H9N2 ωB97M-V/def2-TZVPD
C -2.97 0.39 0.23
C -1.85 -0.35 -0.08
C -0.56 0.22 -0.06
N 0.46 -0.59 -0.33
N 2.90 0.07 0.14
H -3.94 -0.10 0.13
H -2.95 1.39 0.40
H -1.87 -1.37 -0.44
H -0.42 1.23 0.14
H 0.14 -1.42 -0.69
H 1.54 -0.66 -0.15
H 2.46 0.84 0.62
H 3.70 -0.13 0.73
H 3.37 0.46 -0.65
```


[11]
A gas-phase ion, C3H9N2O (charge +1) in a non-equilibrium geometry. Source: OMol25; level of theory: ωB97M-V/def2-TZVPD.

Summary:
E: -8279.0739 eV
LUMO energy: -3.26 eV
Gap between HOMO and LUMO: 11.487 eV
Relative energy (zero: lowest compared OMol25 entry of this formula, charge and spin): 0.0000 eV
Net charge: +1

Structure (XYZ):
```
15
C3H9N2O ωB97M-V/def2-TZVPD
N 1.97 0.01 1.43
C 1.09 -0.31 0.49
O 1.45 -0.53 -0.68
C -0.40 -0.39 0.76
C -1.09 0.56 -0.21
N -0.92 -0.01 -1.60
H 1.72 0.26 2.37
H 2.91 0.13 1.08
H -0.71 -0.21 1.79
H -0.68 -1.41 0.53
H -0.60 1.53 -0.23
H -2.14 0.70 -0.02
H -1.03 0.75 -2.29
H -1.66 -0.68 -1.82
H 0.07 -0.38 -1.61
```


[12]
2 unconnected molecules or ions with the total composition C3H9N2O in a non-equilibrium geometry. Source: OMol25; level of theory: ωB97M-V/def2-TZVPD.

Summary:
E: -8273.4311 eV
LUMO energy (alpha / beta): -4.14 / -4.05 eV
Gap between HOMO and LUMO (alpha / beta): 8.510 / 8.851 eV
Relative energy (zero: lowest compared OMol25 entry of this formula, charge and spin): 5.6428 eV
Net charge: +1

Structure (XYZ):
```
15
C3H9N2O ωB97M-V/def2-TZVPD
C -1.91 1.64 1.93
C 1.48 -0.84 -1.33
C 0.38 -0.23 -2.02
N -0.70 -0.36 1.32
N 1.62 -0.98 -0.08
O -1.27 0.83 1.16
H -2.29 1.27 2.84
H -2.25 2.53 1.53
H 2.37 -1.05 -1.94
H 0.83 0.40 -2.83
H -0.17 0.39 -1.25
H -0.35 -0.86 -2.42
H 0.86 -0.62 0.53
H 2.43 -1.38 0.38
H -1.04 -0.75 2.19
```


[13]
3 unconnected molecules or ions with the total composition C3H9N2O in a non-equilibrium geometry. Source: OMol25; level of theory: ωB97M-V/def2-TZVPD.

Summary:
E: -8275.9021 eV
LUMO energy: -3.46 eV
Gap between HOMO and LUMO: 11.252 eV
Relative energy (zero: lowest compared OMol25 entry of this formula, charge and spin): 3.1717 eV
Net charge: +1

Structure (XYZ):
```
15
C3H9N2O ωB97M-V/def2-TZVPD
C 0.17 -0.86 1.31
C 1.04 0.15 1.58
C -2.05 -0.67 -1.29
N -2.97 -1.08 -0.72
N 1.25 1.21 -0.87
O -0.96 -0.30 -1.52
H 0.38 -1.78 0.85
H -0.86 -0.73 1.05
H 2.16 -0.01 1.76
H -3.98 -1.34 -1.01
H 0.64 1.02 1.93
H 1.14 2.17 -0.76
H 1.28 0.77 0.14
H 2.21 0.97 -1.22
H 0.54 0.48 -1.24
```


[14]
A gas-phase ion, C3H9N2O (charge +1) in a non-equilibrium geometry. Source: OMol25; level of theory: ωB97M-V/def2-TZVPD.

Summary:
E: -8275.9518 eV
LUMO energy: -3.12 eV
Gap between HOMO and LUMO: 11.594 eV
Relative energy (zero: lowest compared OMol25 entry of this formula, charge and spin): 3.1221 eV
Net charge: +1

Structure (XYZ):
```
15
C3H9N2O ωB97M-V/def2-TZVPD
C -0.66 2.10 -0.98
N 0.01 1.10 -0.68
C 0.39 0.83 0.67
O 1.76 0.56 0.74
C -0.61 -0.68 0.71
N -0.05 -1.49 -0.39
H -1.06 2.32 -1.93
H -0.83 2.80 -0.22
H 0.01 1.56 1.33
H 2.25 1.10 1.44
H -0.60 -1.00 1.70
H -1.62 -0.41 0.43
H 0.76 -1.98 0.03
H 0.22 -0.60 -1.00
H -0.82 -2.00 -0.73
```


[15]
2 unconnected molecules or ions with the total composition C3H9N2O in a non-equilibrium geometry. Source: OMol25; level of theory: ωB97M-V/def2-TZVPD.

Summary:
E: -8271.3243 eV
LUMO energy (alpha / beta): -3.34 / -7.83 eV
Gap between HOMO and LUMO (alpha / beta): 7.477 / 7.239 eV
Relative energy (zero: lowest compared OMol25 entry of this formula, charge and spin): 2.8510 eV
Spin multiplicity: 3
Net charge: +1

Structure (XYZ):
```
15
C3H9N2O ωB97M-V/def2-TZVPD
C 2.80 0.15 -0.23
C -1.99 -0.12 0.01
C 0.52 -0.34 0.06
N 1.58 0.43 -0.35
N -0.71 0.13 -0.69
O 0.53 -1.69 0.04
H 3.51 0.84 -0.65
H 3.21 -0.73 0.28
H -2.04 -1.17 0.29
H -2.03 0.49 0.92
H -2.83 0.13 -0.63
H -0.01 0.17 1.54
H -0.74 -0.37 -1.60
H -0.58 1.13 -0.88
H 1.41 -2.07 -0.07
```


[16]
2 unconnected molecules or ions with the total composition C3H9N2O2 in a non-equilibrium geometry. Source: OMol25; level of theory: ωB97M-V/def2-TZVPD.

Summary:
E: -10329.1470 eV
LUMO energy (alpha / beta): 0.81 / -3.00 eV
Gap between HOMO and LUMO (alpha / beta): 10.535 / 6.704 eV
Relative energy (zero: lowest compared OMol25 entry of this formula, charge and spin): 1.3354 eV
Spin multiplicity: 2
Net charge: 0

Structure (XYZ):
```
16
C3H9N2O2 ωB97M-V/def2-TZVPD
C -1.14 -1.26 -0.22
O -0.50 -0.86 -1.39
C -0.14 -1.45 0.90
N -0.74 -1.84 2.22
H -1.93 -0.56 0.15
H -1.58 -2.23 -0.37
H 0.43 -2.36 0.63
H 0.54 -0.63 0.99
H -0.01 -1.82 2.91
H -1.43 -1.13 2.45
C 1.20 1.64 -0.73
N -0.09 1.67 -1.24
O 1.70 2.41 0.12
H 1.75 0.76 -1.10
H -0.62 2.50 -0.89
H -0.44 0.63 -1.27
```


[17]
2 unconnected molecules or ions with the total composition C3H9N2O2 in a non-equilibrium geometry. Source: OMol25; level of theory: ωB97M-V/def2-TZVPD.

Summary:
E: -10324.3471 eV
LUMO energy: -3.58 eV
Gap between HOMO and LUMO: 10.713 eV
Relative energy (zero: lowest compared OMol25 entry of this formula, charge and spin): 2.5049 eV
Net charge: +1

Structure (XYZ):
```
16
C3H9N2O2 ωB97M-V/def2-TZVPD
C 1.42 -0.06 -0.48
C 1.34 0.34 0.96
C -0.67 0.61 -0.05
N 0.28 0.77 -0.95
N -0.02 0.26 1.07
O -1.86 1.09 -0.12
O -1.30 -1.38 -0.56
H 2.32 0.23 -1.13
H 1.14 -1.13 -0.56
H 2.00 -0.34 1.68
H 1.82 1.29 1.10
H -0.01 0.94 -1.93
H -0.45 -0.13 1.86
H -1.82 -2.15 -0.06
H -2.42 0.63 0.56
H -1.77 -0.96 -1.38
```


[18]
2 unconnected molecules or ions with the total composition C3H9N2O2 in a non-equilibrium geometry. Source: OMol25; level of theory: ωB97M-V/def2-TZVPD.

Summary:
E: -10321.1618 eV
LUMO energy: -4.12 eV
Gap between HOMO and LUMO: 9.448 eV
Relative energy (zero: lowest compared OMol25 entry of this formula, charge and spin): 5.6902 eV
Net charge: +1

Structure (XYZ):
```
16
C3H9N2O2 ωB97M-V/def2-TZVPD
C -1.13 0.11 0.06
C 2.03 0.41 -0.41
C 1.23 -0.59 0.33
N -1.59 1.27 0.41
N -1.95 -0.94 -0.11
O 1.24 -1.84 0.06
O -3.34 -0.73 -0.32
H 1.82 1.45 -0.36
H 3.19 0.36 -0.20
H 2.12 0.27 -1.40
H 1.15 -0.22 1.34
H -1.09 1.89 1.07
H -2.61 1.48 0.30
H -1.61 -1.49 -0.94
H 1.57 -2.14 -0.82
H -3.79 -1.61 -0.19
```


[19]
A gas-phase ion, C3H9N2O2 (charge +1) in a non-equilibrium geometry. Source: OMol25; level of theory: ωB97M-V/def2-TZVPD.

Summary:
E: -10321.0633 eV
LUMO energy: -3.31 eV
Gap between HOMO and LUMO: 10.468 eV
Relative energy (zero: lowest compared OMol25 entry of this formula, charge and spin): 5.7888 eV
Net charge: +1

Structure (XYZ):
```
16
C3H9N2O2 ωB97M-V/def2-TZVPD
N -0.66 -0.28 -1.90
O -0.18 -1.44 -1.27
C 0.71 -1.42 -0.20
C -0.06 -0.44 0.80
N 0.45 0.61 1.75
C -0.06 0.91 0.25
O -1.04 1.78 0.10
H -1.62 -0.30 -1.78
H -0.40 -0.35 -2.89
H 1.59 -0.73 -0.35
H 0.89 -2.43 0.10
H -0.96 -0.89 1.22
H -0.10 0.68 2.66
H 1.44 0.58 2.12
H 0.85 0.98 -0.43
H -0.84 2.75 -0.15
```


[20]
2 unconnected molecules or ions with the total composition C3H9N2O2S in a non-equilibrium geometry. Source: OMol25; level of theory: ωB97M-V/def2-TZVPD.

Summary:
E: -21163.6121 eV
LUMO energy: 0.12 eV
Gap between HOMO and LUMO: 4.471 eV
Relative energy (zero: lowest compared OMol25 entry of this formula, charge and spin): 6.5957 eV
Net charge: -1

Structure (XYZ):
```
17
C3H9N2O2S ωB97M-V/def2-TZVPD
N 1.06 0.62 -0.93
C -0.29 0.89 -0.45
C -1.36 -0.11 -0.88
S -1.36 -0.26 -2.69
C -0.26 0.87 1.25
N 0.05 -0.48 1.73
O -1.26 1.47 1.71
H 0.98 0.59 -1.94
H 1.38 -0.31 -0.57
H -0.52 1.92 -0.71
H -1.08 -1.11 -0.50
H -2.34 0.19 -0.49
H 0.73 1.40 1.33
H 0.61 -1.05 1.05
H 2.69 -1.97 -0.04
H -0.89 -0.89 1.77
O 1.85 -1.77 0.36
```